DFT (the ωB97M-V functional and the def2-TZVPD basis) results for a cluster of 2 separate species, CH7N2O3 in total.

CARTESIAN COORDINATES (ANGSTROEM)
C -0.34424 -0.91232 -0.86184
N 0.26778 0.03324 -0.29716
N 0.21611 1.51442 2.29586
O -1.22882 -1.64008 -0.10570
O 0.84767 -0.65623 -2.87330
O -0.24359 -1.33967 -2.13810
H 0.24017 0.56785 1.95730
H 1.00268 0.41762 -0.80430
H 0.27045 2.12125 1.48985
H 0.63548 1.56102 3.24024
H -0.73974 1.64207 2.52737
H -1.74081 -2.18613 -0.62709
H 0.81687 -1.12304 -3.80313

charge = +1
DFT total energy = -10263.3245 eV
strongest force on any atom = 3.83 eV Å⁻¹
HOMO = -14.015 eV
energy relative to the best compared isomer or geometry (same formula, charge and spin) = 0.763 eV

Mulliken population analysis, charges in e, atoms 1 to 8:
1. C 0.504
2. N -0.462
3. N -0.466
4. O -0.413
5. O -0.308
6. O -0.189
7. H 0.343
8. H 0.222